{
  "formula": "C31H56BN10OSTl",
  "method": "the ωB97M-V functional and the def2-TZVPD basis",
  "species": ["Tl", "S", "O", "N", "N", "N", "N", "N", "N", "N", "N", "N", "N", "C", "C", "C", "C", "C", "C", "C", "C", "C", "C", "C", "C", "C", "C", "C", "C", "C", "C", "C", "C", "C", "C", "C", "C", "C", "C", "C", "C", "C", "C", "C", "B", "H", "H", "H", "H", "H", "H", "H", "H", "H", "H", "H", "H", "H", "H", "H", "H", "H", "H", "H", "H", "H", "H", "H", "H", "H", "H", "H", "H", "H", "H", "H", "H", "H", "H", "H", "H", "H", "H", "H", "H", "H", "H", "H", "H", "H", "H", "H", "H", "H", "H", "H", "H", "H", "H", "H", "H"],
  "positions_angstrom": [[-0.0727, 0.8198, -1.3559], [-0.9697, 1.2930, -4.9940], [0.5036, 3.9963, -2.5521], [-0.5881, 1.4774, 1.0526], [2.1412, 2.0052, -4.4173], [-0.5611, 0.6322, 2.1070], [0.5791, 0.2474, -6.9670], [1.7173, 1.2245, -5.4785], [-1.5573, -0.9638, -0.3469], [1.5356, -0.6301, 0.0986], [1.1284, -1.1189, 1.2927], [-1.3629, -1.4551, 0.8966], [1.8797, 0.1088, -7.3610], [-3.8899, 0.0261, -2.1843], [-2.0646, -4.7430, 2.0607], [-0.9157, 1.2921, 3.2331], [-3.8774, -2.3856, -2.8942], [2.9148, -1.1694, -2.6005], [-0.9600, 0.8676, 4.6847], [-3.0598, -1.2621, -2.2646], [-3.7134, -3.0993, 3.0454], [2.3088, -4.0738, 2.9737], [0.1328, 4.7747, 0.7609], [3.0437, -1.9545, 4.1551], [-1.0977, -0.6114, 5.0412], [0.2668, 1.4478, 5.4085], [-0.9649, 2.6704, 1.4932], [3.1892, -1.8403, 0.9856], [2.7795, -1.0568, -0.0962], [0.4248, 0.9164, -5.8070], [2.0478, -2.5779, 3.1724], [3.5901, -0.6974, -1.3079], [-1.0723, 3.8462, 0.5684], [3.8838, 0.8065, -1.3275], [-0.4841, 4.8117, -3.1732], [4.0274, 0.8875, -6.3811], [2.5565, 0.7225, -6.4498], [-2.5667, -1.6284, -0.8945], [-2.3830, 4.6017, 0.7872], [-2.2512, -2.4430, 1.1411], [-3.0451, -2.5807, 0.0119], [2.1086, -1.8618, 1.8525], [-2.3387, -3.2717, 2.3916], [-1.1773, 2.6078, 2.8723], [-0.2954, -0.8758, 1.8567], [4.4660, 0.7654, -7.3676], [0.7275, 4.3752, -1.6968], [0.1626, 5.1390, 1.7887], [-3.2938, 0.8402, -1.7684], [-3.2369, 3.9488, 0.6040], [-1.5789, -2.9408, 3.0988], [-3.7600, -3.6425, 3.9912], [-1.0783, -4.8506, 1.6066], [4.5455, -1.2211, -1.2222], [-1.9028, -1.0929, 4.4864], [4.4670, 0.1444, -5.7132], [-2.8057, -5.1220, 1.3558], [-4.7589, -0.1263, -1.5408], [1.5778, -4.4938, 2.2814], [-1.3241, -0.6851, 6.1064], [-3.8502, -3.2835, -0.1231], [1.0674, 4.2417, 0.5685], [-3.9168, -2.0452, 3.2407], [-0.1070, 5.8194, -3.3695], [-0.1680, -1.1507, 4.8602], [-2.1001, -5.3546, 2.9644], [1.9435, -0.6888, -2.7346], [-1.8450, 1.3699, 5.0861], [0.0706, 5.6436, 0.0986], [4.4393, 1.0908, -0.4329], [2.9557, 1.3833, -1.3284], [-2.4542, 5.4592, 0.1153], [2.2313, -4.6079, 3.9225], [1.1827, 1.0042, 5.0126], [-1.3912, 4.8844, -2.5650], [3.5444, -0.9518, -3.4673], [-4.4984, -3.4788, 2.3894], [-1.0597, 3.4503, -0.4517], [-4.2366, 0.3201, -3.1768], [4.2503, 1.8757, -5.9815], [4.4823, 1.0813, -2.1999], [1.0500, -2.4699, 3.5941], [0.2071, 1.2293, 6.4767], [-2.1847, -1.0629, -2.8926], [0.3255, 2.5273, 5.2765], [2.4296, 1.4022, -3.6561], [-4.7845, -2.5694, -2.3144], [2.9817, -2.4424, 5.1299], [-1.4997, 3.4004, 3.5283], [-3.3054, -3.3131, -2.9436], [-0.3822, -1.4366, 2.8866], [3.3051, -4.2454, 2.5635], [-0.7449, 4.3339, -4.1151], [4.0659, -2.0513, 3.7857], [4.1427, -2.3245, 1.1199], [-2.4452, 4.9680, 1.8133], [-4.1749, -2.1091, -3.9062], [2.7452, -2.2460, -2.5669], [-0.1617, -0.1541, -7.5105], [1.3625, 2.5723, -4.0842], [2.8299, -0.8925, 4.2870]],
  "total_charge": 0,
  "e_tot_ha": -2433.286243,
  "gap_ev": 8.33,
  "homo_energy_ev": -7.777
}